{"formula": "C36H76N4O4", "method": "ωB97M-V/def2-TZVPD", "total_charge": 0, "smiles": "CC1(C)CCCC(C)(C)N1O.CC1(C)CCCC(C)(C)N1O.CC1(C)CCCC(C)(C)N1O.CC1(C)CCCC(C)(C)N1O", "homo_energy_ev": -7.88, "relative_energy_kcal_mol": 106.6, "orbital_gap_ev": 8.22, "symbols": ["C", "C", "C", "C", "C", "C", "N", "O", "C", "C", "C", "H", "H", "H", "H", "H", "H", "H", "H", "H", "H", "H", "H", "H", "H", "H", "H", "H", "H", "H", "C", "C", "C", "C", "C", "C", "N", "O", "C", "C", "C", "H", "H", "H", "H", "H", "H", "H", "H", "H", "H", "H", "H", "H", "H", "H", "H", "H", "H", "H", "C", "C", "C", "C", "C", "C", "N", "O", "C", "C", "C", "H", "H", "H", "H", "H", "H", "H", "H", "H", "H", "H", "H", "H", "H", "H", "H", "H", "H", "H", "C", "C", "C", "C", "C", "C", "N", "O", "C", "C", "C", "H", "H", "H", "H", "H", "H", "H", "H", "H", "H", "H", "H", "H", "H", "H", "H", "H", "H", "H"], "positions_angstrom": [[-7.4432, -0.1124, 5.1921], [-8.6416, 0.1785, 4.2050], [-9.3118, 1.6022, 4.5604], [-8.5455, 2.8147, 4.0484], [-8.4673, 2.6563, 2.4775], [-7.7913, 1.3135, 1.9798], [-8.3417, 0.1235, 2.7346], [-7.9070, -1.0822, 2.3020], [-8.0561, 1.1890, 0.3832], [-6.2270, 1.5516, 2.0920], [-9.6529, -0.9205, 4.4940], [-7.5697, 0.2678, 6.2058], [-6.5099, 0.2170, 4.7356], [-7.0350, -1.1220, 5.2395], [-10.3929, 1.6857, 4.4497], [-9.1407, 1.5877, 5.6368], [-7.5125, 2.8336, 4.3957], [-8.9704, 3.7858, 4.3027], [-7.7648, 3.4534, 2.2342], [-9.3430, 2.8317, 1.8526], [-7.5537, 2.0420, -0.0731], [-7.7453, 0.2207, -0.0091], [-9.1237, 1.2739, 0.1805], [-5.8847, 2.2609, 1.3384], [-5.9599, 1.8093, 3.1168], [-5.6008, 0.6794, 1.9042], [-10.5396, -0.8016, 3.8713], [-9.9887, -0.8729, 5.5298], [-9.2477, -1.9259, 4.3797], [-6.9521, -1.0464, 2.2095], [1.8368, 0.3286, 0.4157], [1.0971, 1.5511, 0.7110], [1.9877, 2.7653, 0.8318], [2.5485, 3.4016, -0.4602], [1.3522, 3.7736, -1.3681], [0.3631, 2.5560, -1.6007], [0.0082, 2.0069, -0.2654], [-1.1560, 1.1736, -0.3088], [-0.8912, 3.2433, -2.2736], [0.8930, 1.3983, -2.5105], [0.3937, 1.2464, 2.0216], [1.1837, -0.3612, -0.1189], [2.2581, -0.2564, 1.2332], [2.7292, 0.5501, -0.1696], [1.4501, 3.5673, 1.3375], [2.7067, 2.4370, 1.5824], [3.3811, 2.8241, -0.8618], [3.0379, 4.3462, -0.2231], [1.5662, 4.1094, -2.3828], [0.8999, 4.6294, -0.8669], [-0.5542, 3.8774, -3.0936], [-1.5997, 2.4830, -2.6023], [-1.5415, 3.7269, -1.5448], [0.6487, 1.6831, -3.5338], [1.9813, 1.3511, -2.4725], [0.5463, 0.4271, -2.1576], [1.1821, 1.3522, 2.7668], [-0.0744, 0.2721, 1.8810], [-0.4717, 1.8451, 2.3059], [-1.7600, 1.5224, 0.3509], [-4.5399, -4.8047, 1.7739], [-3.7204, -5.2185, 0.5220], [-4.0756, -6.6924, 0.1345], [-4.0462, -7.1034, -1.3110], [-4.6801, -6.1077, -2.1849], [-4.2019, -4.7291, -2.0334], [-4.2446, -4.3808, -0.5754], [-3.9586, -3.0575, -0.3647], [-2.7342, -4.5438, -2.6264], [-5.2634, -3.8337, -2.6831], [-2.2060, -5.1551, 0.8339], [-4.2092, -3.8916, 2.2690], [-4.2783, -5.6755, 2.3749], [-5.6232, -4.8335, 1.6570], [-3.3645, -7.3545, 0.6286], [-4.8063, -7.1452, 0.8046], [-4.5696, -8.0579, -1.3669], [-3.0600, -7.3862, -1.6790], [-5.7441, -6.2661, -2.0091], [-4.5235, -6.5203, -3.1816], [-2.5509, -5.0971, -3.5474], [-2.4740, -3.5274, -2.9220], [-1.9734, -4.9045, -1.9342], [-5.6928, -4.2182, -3.6082], [-6.1449, -3.8038, -2.0427], [-4.8703, -2.8251, -2.8109], [-2.1177, -5.4585, 1.8771], [-1.6835, -4.1988, 0.8105], [-1.5598, -5.7975, 0.2358], [-3.0205, -2.9517, -0.5386], [9.3076, 2.1747, -0.6648], [9.9887, 1.4810, -1.9210], [9.5797, 2.1675, -3.2398], [10.4292, 3.4859, -3.2584], [11.8967, 3.2765, -3.1948], [12.3449, 2.4612, -1.9572], [11.4409, 1.3349, -1.7556], [11.8489, 0.5445, -0.7207], [13.8649, 1.9967, -2.3284], [12.5122, 3.3863, -0.7645], [9.4103, 0.0328, -1.9208], [9.5033, 3.2434, -0.5780], [9.7209, 1.7537, 0.2517], [8.2455, 1.9769, -0.5202], [9.8346, 1.5316, -4.0876], [8.5115, 2.3005, -3.4111], [10.0326, 4.0713, -2.4289], [10.2090, 4.0377, -4.1722], [12.3084, 4.2791, -3.0789], [12.2641, 2.8141, -4.1109], [14.5708, 2.7754, -2.6174], [14.2073, 1.3473, -1.5227], [13.7594, 1.2782, -3.1412], [13.1313, 4.2710, -0.9128], [11.5783, 3.5790, -0.2365], [12.8732, 2.7032, 0.0044], [9.7506, -0.5080, -2.8038], [8.3210, 0.0704, -1.9079], [9.5534, -0.4021, -0.9316], [12.1558, -0.2501, -1.1634]], "forces_ev_per_angstrom": [[1.2, 0.3, -1.5], [-0.1, 0.2, -0.1], [1.6, -0.8, 1.5], [-0.6, -1.2, -2.4], [1.4, -0.2, 0.4], [0.4, 0.2, -0.7], [-1.0, 3.4, 0.6], [0.4, -1.4, -0.7], [-0.5, -0.1, 2.1], [-0.5, -1.0, 0.5], [-0.7, 0.0, 0.1], [0.0, 0.1, -0.2], [0.1, 1.4, 0.2], [-1.3, -0.8, 0.2], [0.1, -0.3, -0.6], [-0.5, 0.1, 0.3], [0.0, -0.2, 0.2], [-0.3, -0.2, 0.1], [0.1, 0.0, -0.7], [-0.5, 0.0, 0.7], [0.1, -0.3, -0.2], [0.3, 0.2, 0.0], [-0.1, 0.0, 0.1], [-0.2, 0.3, 0.4], [0.0, 0.6, -0.1], [-0.3, -0.5, -0.2], [0.0, -0.1, -0.1], [0.1, 0.2, 0.2], [0.1, 0.1, -0.3], [0.6, -0.1, 0.1], [1.5, -1.8, -1.8], [-2.9, 2.0, -0.5], [0.3, 0.7, 0.6], [0.0, 0.0, 0.2], [0.3, -1.9, -0.1], [-0.8, 0.4, 0.6], [0.1, 1.1, 0.9], [1.0, -0.6, -0.6], [0.0, -1.6, 1.0], [0.6, 1.5, 0.2], [-0.6, 0.2, 0.0], [0.1, -0.1, -0.2], [-0.4, 0.4, 0.6], [-0.1, -0.1, -0.6], [-0.4, -0.1, 0.1], [0.8, 0.3, -0.3], [-0.4, -0.4, -0.6], [0.0, 0.1, 0.4], [0.7, 0.1, 0.1], [-0.7, -0.3, 0.0], [-0.3, 0.0, 0.1], [0.3, -0.2, -0.7], [0.6, 0.8, 0.2], [-0.2, -0.7, -0.2], [0.2, 0.0, 0.1], [-0.5, 0.2, -0.5], [-0.4, -0.7, 0.5], [0.6, -0.4, 0.6], [0.3, 0.8, -0.2], [0.1, 0.4, 0.1], [1.0, -1.4, 0.1], [-1.0, 0.1, -1.4], [1.4, -0.7, 2.1], [0.3, -1.2, 0.9], [-0.9, -2.3, -1.0], [0.9, 1.5, 0.4], [-0.6, -1.4, -0.7], [0.0, 1.0, 0.2], [-0.6, -0.2, -0.1], [0.0, 0.5, 0.0], [0.3, 0.2, 0.4], [0.0, 0.0, -0.2], [-0.3, 0.3, 1.0], [0.2, 0.2, -0.4], [1.3, 0.3, -0.1], [-1.7, 0.8, -0.8], [-0.3, 0.0, -0.2], [0.5, 0.4, 0.3], [-0.3, 0.9, 0.0], [0.0, 0.7, -0.5], [-0.4, -0.3, -0.1], [-0.3, 0.3, 0.4], [-0.1, 0.0, 0.2], [0.7, -0.1, -0.4], [0.2, 0.2, 0.4], [-0.3, 0.0, -0.2], [0.2, -0.3, 0.0], [-0.5, 0.5, -0.1], [-0.4, -0.3, -0.1], [0.6, 0.3, -0.1], [0.7, -0.2, 0.1], [-2.2, -1.2, 1.6], [2.2, 0.6, 0.1], [-2.5, -0.5, -0.9], [0.1, -0.3, 0.9], [2.0, 1.2, -1.6], [0.5, 1.5, -2.9], [0.0, -0.6, 1.3], [-2.3, -1.5, 0.4], [-0.9, -1.4, 1.6], [-0.5, 1.0, 0.5], [-0.2, 0.0, -0.3], [0.4, -0.2, 0.0], [-0.2, 0.1, -0.7], [0.5, -0.2, 0.0], [-0.1, 0.3, 0.9], [0.3, 0.3, 0.0], [-0.2, 0.2, 0.0], [0.5, -0.1, -0.3], [0.0, 0.0, 0.0], [-0.3, 0.1, 0.3], [0.5, 0.5, 0.3], [0.1, 0.2, -0.5], [-0.1, -0.3, 0.0], [-0.4, 0.9, -0.7], [1.1, 0.3, 0.2], [0.2, -0.4, 0.4], [-0.2, 0.3, -0.6], [0.8, -0.5, -0.3], [0.1, -0.3, 0.2]], "lowdin_charge": [-0.0336, -0.4442, -0.1245, -0.1618, -0.1260, -0.4106, -0.1390, -0.0051, -0.0226, -0.0509, -0.0643, 0.0798, 0.0585, 0.0727, 0.1165, 0.0934, 0.0994, 0.1065, 0.1000, 0.1067, 0.0713, 0.0708, 0.0699, 0.0742, 0.0617, 0.0648, 0.0853, 0.0834, 0.0786, 0.0893, -0.0589, -0.5465, -0.1448, -0.1661, -0.1239, -0.4587, -0.0996, -0.0313, -0.0433, -0.0152, -0.0431, 0.0910, 0.0934, 0.0841, 0.1213, 0.1196, 0.0986, 0.1015, 0.1102, 0.1158, 0.0788, 0.0703, 0.0780, 0.0762, 0.0681, 0.0739, 0.0923, 0.0836, 0.0838, 0.0911, -0.0284, -0.4720, -0.1352, -0.2031, -0.2016, -0.4760, -0.1440, -0.0095, 0.0018, -0.0326, -0.0374, 0.0805, 0.0710, 0.0893, 0.1093, 0.1139, 0.1195, 0.1156, 0.1340, 0.1291, 0.0773, 0.0726, 0.0644, 0.0826, 0.0899, 0.0773, 0.0798, 0.0724, 0.0754, 0.0842, -0.0313, -0.4735, -0.1105, -0.1901, -0.1574, -0.4788, -0.1335, -0.0038, -0.0213, -0.0423, -0.0450, 0.0564, 0.0764, 0.0755, 0.1096, 0.1191, 0.1016, 0.1087, 0.1183, 0.1192, 0.0809, 0.0638, 0.0685, 0.0924, 0.0657, 0.0778, 0.0857, 0.0766, 0.0766, 0.1147]}



{"formula": "C6H23AsB2F6NSn", "method": "ωB97M-V/def2-TZVPD", "total_charge": -1, "homo_energy_ev": -4.93, "orbital_gap_ev": 7.05, "symbols": ["Sn", "B", "H", "H", "H", "H", "B", "H", "H", "H", "H", "As", "F", "F", "F", "F", "F", "F", "C", "C", "N", "C", "C", "C", "C", "H", "H", "H", "H", "H", "H", "H", "H", "H", "H", "H", "H", "H", "H", "H"], "positions_angstrom": [[-0.8844, -1.2727, 0.9418], [-1.5748, -2.4778, -1.0813], [-1.9199, -2.7879, -2.0554], [-2.1783, -1.6982, -0.6427], [-1.6216, -3.3674, -0.4725], [-0.5382, -2.1823, -1.1295], [0.9734, -2.8130, 0.1735], [1.0545, -2.4363, -0.8344], [1.5857, -3.6969, 0.2633], [1.3076, -2.0333, 0.8404], [-0.0420, -3.0751, 0.4274], [-0.7048, 1.8312, 2.8505], [-0.1260, 2.7659, 1.3831], [1.0130, 1.5441, 3.2345], [-1.2638, 1.0042, 4.3669], [-2.3842, 2.1840, 2.3729], [-0.7075, 0.2659, 1.8867], [-0.6658, 3.3788, 3.7682], [2.1909, -0.2967, 0.9126], [1.5867, -0.3123, -0.4812], [0.1967, 0.1740, -0.5631], [0.0577, 1.5840, -0.0357], [0.7398, 2.6491, -0.8813], [-0.3706, -0.0176, -1.9173], [-1.8940, 0.1652, -1.9666], [3.0417, -0.9664, 1.0372], [1.4445, -0.5917, 1.6501], [2.5583, 0.7117, 1.1034], [2.2418, 0.2925, -1.1083], [1.5897, -1.3194, -0.8982], [-0.9922, 1.8638, 0.0510], [0.4915, 1.6505, 0.9621], [0.3142, 2.8532, -1.8638], [0.6741, 3.6002, -0.3529], [1.7894, 2.4251, -1.0714], [-0.1580, -1.0376, -2.2376], [0.0796, 0.7035, -2.5995], [-2.2527, -0.0080, -2.9812], [-2.0995, 1.1998, -1.6918], [-2.5524, -0.4564, -1.3598]], "forces_ev_per_angstrom": [[-1.2, -8.3, -4.2], [-0.7, -1.1, -0.4], [-1.6, -0.4, -3.9], [-2.9, 2.0, 1.5], [-0.3, -3.2, 2.3], [2.2, 0.8, -0.4], [0.6, -1.2, 0.5], [-0.1, -0.6, -3.0], [2.3, -3.3, 0.9], [1.2, 1.6, 2.4], [-2.9, -1.9, 1.0], [-0.3, 3.6, 3.4], [-2.9, 6.7, 8.3], [-1.7, -0.1, -0.4], [0.8, 0.6, -2.3], [1.6, -0.8, 0.1], [0.4, 7.7, 5.6], [0.0, -1.7, -1.0], [0.2, 1.3, 0.1], [1.3, 1.2, -1.1], [-0.4, 0.0, 0.0], [1.3, -3.5, -4.0], [0.3, 0.3, -0.5], [-0.5, -0.3, 0.0], [-0.2, 1.4, -0.3], [-0.2, -0.2, -0.3], [0.7, 0.6, 0.3], [-0.1, 0.2, 0.4], [0.0, 0.4, -0.3], [0.4, 1.4, 0.0], [0.0, -1.0, -0.6], [1.8, -3.3, -3.2], [-0.4, -0.3, -0.1], [0.2, -0.1, 0.0], [0.1, 0.0, 0.2], [0.3, 0.5, -0.2], [0.2, 0.0, -0.1], [0.2, 0.2, -0.2], [-0.2, 0.3, -0.3], [0.7, 0.5, -0.2]], "nbo_charge": [1.4397, -0.8488, 0.0341, -0.0433, 0.0131, 0.0293, -0.7532, -0.0354, 0.0366, -0.0099, 0.0003, 2.7811, -0.6013, -0.6024, -0.5992, -0.6004, -0.6686, -0.6144, -0.6157, -0.2808, -0.5332, -0.2594, -0.6354, -0.2383, -0.6453, 0.2310, 0.1969, 0.1998, 0.1697, 0.2773, 0.1990, 0.2577, 0.1970, 0.2284, 0.2031, 0.2523, 0.1832, 0.2188, 0.1882, 0.2484]}



{"formula": "C41H35As2BrMgN", "method": "ωB97M-V/def2-TZVPD", "total_charge": 1, "homo_energy_ev": -10.28, "relative_energy_kcal_mol": 11.8, "orbital_gap_ev": 7.82, "symbols": ["Mg", "C", "C", "As", "C", "C", "C", "C", "C", "C", "C", "C", "C", "C", "C", "C", "As", "C", "C", "C", "C", "C", "C", "C", "C", "C", "C", "C", "C", "H", "H", "H", "H", "H", "H", "H", "H", "H", "H", "H", "H", "H", "H", "H", "H", "H", "H", "H", "H", "H", "H", "H", "H", "Br", "C", "C", "C", "C", "C", "C", "C", "C", "C", "C", "H", "H", "H", "H", "H", "H", "C", "C", "C", "N", "C", "C", "H", "H", "H", "H", "H"], "positions_angstrom": [[0.6113, -1.2766, 0.0850], [-1.3901, 3.0550, -0.3105], [-0.0081, 3.3461, 0.2824], [1.3266, 1.8864, 0.0689], [2.8307, 2.7964, 0.9158], [3.1446, 4.1327, 0.6796], [4.2113, 4.7270, 1.3344], [4.9718, 3.9937, 2.2360], [4.6618, 2.6658, 2.4848], [3.5952, 2.0714, 1.8265], [1.7419, 2.0769, -1.8322], [0.7974, 1.6510, -2.7680], [1.0455, 1.7611, -4.1276], [2.2509, 2.2841, -4.5719], [3.2068, 2.6852, -3.6514], [2.9560, 2.5797, -2.2906], [-1.8703, 1.1486, -0.1762], [-3.6444, 1.1961, -0.9914], [-4.6752, 2.0520, -0.6118], [-5.9086, 1.9856, -1.2408], [-6.1237, 1.0750, -2.2670], [-5.0941, 0.2432, -2.6796], [-3.8643, 0.3068, -2.0418], [-2.3137, 1.0357, 1.7271], [-3.5976, 0.7564, 2.1898], [-3.8457, 0.5983, 3.5464], [-2.8122, 0.7071, 4.4648], [-1.5253, 0.9699, 4.0193], [-1.2791, 1.1251, 2.6624], [-1.4027, 3.2931, -1.3757], [-2.1525, 3.6702, 0.1676], [-0.0791, 3.5249, 1.3566], [0.4093, 4.2495, -0.1600], [2.5608, 4.7150, -0.0230], [4.4500, 5.7644, 1.1401], [5.8047, 4.4616, 2.7441], [5.2490, 2.0942, 3.1915], [3.3544, 1.0314, 2.0167], [-0.1454, 1.2317, -2.4372], [0.2984, 1.4376, -4.8409], [2.4465, 2.3713, -5.6325], [4.1554, 3.0799, -3.9912], [3.7176, 2.8781, -1.5830], [-4.5164, 2.7800, 0.1755], [-6.7079, 2.6471, -0.9330], [-7.0901, 1.0225, -2.7509], [-5.2447, -0.4460, -3.5007], [-3.0510, -0.3268, -2.3708], [-4.4101, 0.6478, 1.4841], [-4.8523, 0.3885, 3.8850], [-3.0070, 0.5825, 5.5218], [-0.7117, 1.0564, 4.7279], [-0.2639, 1.3165, 2.3393], [3.3070, -0.8297, -0.6730], [3.7425, -2.6805, -0.3597], [5.0607, -3.0093, -0.4657], [5.4561, -4.3499, -0.3235], [4.5087, -5.3090, -0.1190], [3.1411, -4.9683, 0.0051], [2.1832, -5.9812, 0.2339], [0.8815, -5.6554, 0.4614], [0.4866, -4.2998, 0.4641], [1.3474, -3.2629, 0.1769], [2.7103, -3.6063, -0.0694], [5.7994, -2.2464, -0.6724], [6.5033, -4.6118, -0.3868], [4.7828, -6.3535, -0.0351], [2.5151, -7.0123, 0.2372], [0.1394, -6.4205, 0.6542], [-0.5441, -4.1156, 0.7357], [-3.6846, -3.6660, 0.2214], [-3.2513, -3.0125, 1.3648], [-2.1532, -2.1763, 1.2771], [-1.5015, -1.9595, 0.1287], [-1.9202, -2.6010, -0.9677], [-3.0021, -3.4588, -0.9687], [-4.5367, -4.3315, 0.2569], [-3.7492, -3.1528, 2.3138], [-1.7811, -1.6552, 2.1512], [-1.3538, -2.4213, -1.8756], [-3.2979, -3.9597, -1.8795]], "forces_ev_per_angstrom": [[-0.2, 0.1, 0.0], [0.2, 0.0, 0.0], [-0.1, -0.2, 0.0], [0.1, 0.4, 0.0], [0.0, -0.3, 0.1], [-0.1, 0.0, -0.1], [0.0, 0.0, 0.0], [0.0, 0.0, 0.0], [0.0, 0.0, 0.0], [-0.1, -0.1, -0.1], [0.0, -0.1, -0.1], [0.0, 0.0, 0.1], [0.0, 0.0, 0.0], [0.0, 0.0, 0.0], [0.0, 0.0, 0.0], [0.0, 0.0, 0.2], [-0.5, 0.3, -0.1], [0.1, -0.2, -0.1], [0.1, 0.1, 0.1], [0.0, 0.0, 0.0], [0.0, 0.0, 0.0], [0.0, 0.0, 0.0], [0.1, 0.1, 0.1], [0.0, -0.1, 0.1], [0.0, 0.0, -0.1], [0.0, 0.0, 0.0], [0.0, 0.0, 0.0], [0.0, 0.0, 0.0], [0.0, 0.0, -0.1], [0.0, -0.1, 0.0], [0.0, 0.0, 0.0], [0.0, -0.1, 0.0], [0.1, 0.0, 0.0], [0.0, 0.0, 0.0], [0.0, 0.0, 0.0], [0.0, 0.0, 0.0], [0.0, 0.0, 0.0], [0.0, 0.0, 0.0], [0.0, 0.0, 0.0], [0.0, 0.0, 0.0], [0.0, 0.0, 0.0], [0.0, 0.0, 0.0], [0.0, 0.1, 0.0], [0.0, 0.0, 0.0], [0.0, 0.0, 0.0], [0.0, 0.0, 0.0], [0.0, 0.0, 0.0], [0.0, -0.1, 0.0], [0.0, 0.0, 0.0], [0.0, 0.0, 0.0], [0.0, 0.0, 0.0], [0.0, 0.0, 0.0], [0.0, 0.0, 0.0], [-0.1, -0.2, 0.0], [0.1, 0.0, 0.0], [0.0, 0.3, -0.1], [0.0, -0.2, 0.0], [0.0, 0.0, 0.0], [0.0, 0.2, 0.0], [-0.1, -0.1, 0.0], [0.0, 0.0, 0.0], [0.2, -0.1, 0.0], [0.0, 0.4, 0.0], [0.1, -0.4, 0.1], [0.0, 0.0, 0.0], [0.0, 0.0, 0.0], [0.0, 0.0, 0.0], [0.0, 0.0, 0.0], [0.1, 0.0, 0.0], [-0.1, 0.1, -0.1], [0.0, 0.0, 0.0], [-0.1, 0.0, 0.0], [0.0, 0.1, 0.0], [0.3, 0.0, 0.1], [0.0, 0.1, -0.1], [0.0, 0.0, 0.0], [0.0, 0.0, 0.0], [0.0, 0.0, 0.0], [0.0, 0.0, 0.0], [0.0, 0.0, 0.0], [0.0, 0.0, 0.0]], "lowdin_charge": [0.6456, -0.4145, -0.4117, 1.1898, -0.4053, -0.1179, -0.0687, -0.0707, -0.0745, -0.1334, -0.4159, -0.1389, -0.0752, -0.0722, -0.0662, -0.1105, 1.2515, -0.3938, -0.1192, -0.0704, -0.0731, -0.0780, -0.1310, -0.3916, -0.1126, -0.0705, -0.0751, -0.0757, -0.1428, 0.0690, 0.0719, 0.0678, 0.0649, 0.1017, 0.1102, 0.1096, 0.1088, 0.0788, 0.0489, 0.1081, 0.1094, 0.1109, 0.0954, 0.1066, 0.1099, 0.1091, 0.1070, 0.0758, 0.0925, 0.1101, 0.1092, 0.1098, 0.0501, 0.8295, -0.5474, -0.1281, -0.0667, -0.0247, -0.1611, -0.0312, -0.0689, -0.1422, -0.1789, -0.2458, 0.1016, 0.1113, 0.1178, 0.1169, 0.1063, 0.0659, -0.0297, -0.0262, -0.1407, -0.0765, -0.1582, -0.0318, 0.1191, 0.1186, 0.1152, 0.1247, 0.1182]}



Going through the records in order, we get max |F| values of 0.0706 0.2158 0.0116 hartree/bohr.